# 1
{
  "formula": "C24H31MnN2O2S2Si2",
  "method": "ωB97M-V/def2-TZVPD",
  "lumo_energy_ev": [-5.014, -3.946],
  "charge": 1,
  "spin_multiplicity": 2,
  "e_homo_ev": [-12.35, -12.35],
  "gap_ev": [7.33, 8.40],
  "s2": 1.1873,
  "symbols": ["Mn", "C", "C", "C", "C", "C", "H", "H", "H", "H", "H", "C", "Si", "C", "C", "C", "C", "C", "C", "C", "C", "N", "Si", "C", "C", "C", "H", "H", "H", "H", "H", "H", "H", "H", "H", "H", "H", "H", "H", "H", "H", "H", "H", "H", "H", "H", "H", "H", "O", "S", "O", "N", "C", "S", "C", "C", "C", "C", "C", "C", "H", "H", "H", "H"],
  "xyz": [[0.41, 0.30, -0.19], [1.35, 1.70, -1.56], [0.41, 0.93, -2.31], [-0.87, 1.14, -1.77], [-0.74, 2.07, -0.71], [0.64, 2.41, -0.58], [2.42, 1.71, -1.71], [0.61, 0.30, -3.16], [-1.78, 0.69, -2.12], [-1.55, 2.48, -0.15], [1.07, 3.08, 0.15], [-2.03, 1.42, 4.12], [-1.06, 1.93, 2.60], [0.68, 2.39, 3.13], [-1.91, 3.45, 1.93], [-0.93, 0.37, 1.46], [0.10, -0.46, 2.15], [0.01, -1.31, 3.25], [1.18, -1.86, 3.73], [2.40, -1.59, 3.11], [2.40, -0.80, 1.98], [1.27, -0.25, 1.53], [-2.55, -0.53, 0.94], [-3.29, -1.43, 2.40], [-3.81, 0.72, 0.35], [-2.21, -1.84, -0.34], [-1.92, 2.23, 4.85], [-1.67, 0.51, 4.59], [-3.09, 1.32, 3.91], [0.67, 3.40, 3.55], [1.40, 2.38, 2.31], [1.04, 1.72, 3.91], [-2.14, 4.07, 2.80], [-2.85, 3.25, 1.42], [-1.28, 4.06, 1.27], [-0.94, -1.51, 3.72], [1.16, -2.50, 4.60], [3.32, -2.00, 3.48], [3.30, -0.60, 1.41], [-3.42, -0.82, 3.29], [-2.73, -2.33, 2.66], [-4.29, -1.76, 2.08], [-4.11, 1.39, 1.16], [-4.70, 0.17, 0.04], [-3.50, 1.34, -0.49], [-1.58, -2.63, 0.08], [-1.74, -1.52, -1.27], [-3.17, -2.31, -0.60], [0.22, -3.57, -5.32], [0.37, -2.26, -4.77], [-0.44, -1.17, -5.22], [0.19, -2.31, -3.09], [1.25, -1.90, -2.53], [1.36, -1.68, -0.78], [2.41, -1.57, -3.40], [3.68, -1.12, -3.06], [4.58, -0.88, -4.08], [4.23, -1.08, -5.41], [2.95, -1.52, -5.76], [2.07, -1.75, -4.73], [3.95, -0.98, -2.02], [5.58, -0.54, -3.85], [4.95, -0.89, -6.19], [2.67, -1.67, -6.79]]
}

=====

# 2
{
  "formula": "C5H5N",
  "method": "ωB97M-V/def2-TZVPD",
  "lumo_energy_ev": [-0.841, -0.841],
  "charge": 0,
  "e_homo_ev": [-8.31, -8.31],
  "gap_ev": [7.47, 7.47],
  "symbols": ["C", "C", "C", "C", "C", "N", "H", "H", "H", "H", "H"],
  "xyz": [[-0.34, -0.10, -1.09], [0.10, 0.30, 0.14], [0.15, -1.40, -1.27], [1.15, -0.91, 0.49], [-0.57, 1.34, 0.93], [1.31, -1.64, -0.64], [-1.28, 0.18, -1.61], [-1.38, 1.92, 0.43], [-1.06, 0.78, 1.83], [0.18, 2.09, 1.30], [1.74, -2.56, -0.52]]
}

=====

# 3
{
  "formula": "C12H25N3O3",
  "method": "ωB97M-V/def2-TZVPD",
  "lumo_energy_ev": 0.290,
  "charge": 0,
  "e_homo_ev": -9.12,
  "gap_ev": 9.41,
  "symbols": ["C", "C", "C", "C", "C", "C", "C", "C", "C", "C", "C", "C", "H", "H", "H", "H", "H", "H", "H", "H", "H", "H", "H", "H", "H", "H", "H", "H", "H", "H", "H", "H", "H", "H", "H", "H", "H", "N", "N", "N", "O", "O", "O"],
  "xyz": [[-1.90, -0.66, 1.85], [-1.07, -0.77, 0.55], [-1.14, -0.88, 3.20], [-2.14, -0.49, 4.41], [-0.56, -2.38, 3.22], [0.53, -2.66, 4.31], [0.86, -0.03, -0.72], [2.24, 0.56, -0.39], [0.33, 0.12, -2.31], [-0.54, 1.52, -2.54], [0.18, 2.88, -3.04], [1.37, 2.53, -4.14], [-3.56, -1.39, 0.96], [-2.74, -2.72, 1.63], [-2.34, 0.41, 1.56], [-0.41, -0.06, 3.11], [-1.22, -0.01, 5.19], [-2.85, -1.28, 4.73], [-2.78, 0.55, 4.06], [-0.01, -2.54, 2.23], [-1.32, -3.08, 3.21], [0.23, -3.87, 4.65], [0.43, -1.51, 5.14], [1.72, -2.74, 3.78], [-0.17, 1.12, 0.68], [0.97, -1.06, -0.64], [1.11, -0.03, -3.09], [-0.50, -0.54, -2.44], [-1.45, 1.35, -3.23], [-0.77, 1.63, -1.35], [-0.54, 3.61, -3.74], [0.60, 3.37, -1.90], [2.25, 1.92, -3.58], [1.86, 3.48, -4.33], [0.65, 2.30, -6.26], [0.61, 0.84, -4.97], [2.90, -0.03, -2.29], [-2.99, -1.65, 1.78], [-0.34, 0.31, 0.12], [0.56, 1.99, -5.17], [-1.03, -1.90, -0.02], [2.47, 1.40, 0.41], [3.29, 0.17, -1.22]]
}

=====

# 4
{
  "formula": "C5H52FN2O25PS",
  "method": "ωB97M-V/def2-TZVPD",
  "lumo_energy_ev": -1.966,
  "charge": 0,
  "e_homo_ev": -9.36,
  "gap_ev": 7.39,
  "symbols": ["C", "C", "C", "F", "O", "C", "O", "N", "C", "O", "N", "O", "P", "S", "H", "H", "H", "H", "H", "H", "H", "H", "H", "H", "O", "H", "H", "O", "H", "H", "O", "H", "H", "O", "H", "H", "O", "H", "H", "O", "H", "H", "O", "H", "H", "O", "H", "H", "O", "H", "H", "O", "H", "H", "O", "H", "H", "O", "H", "H", "O", "H", "H", "O", "H", "H", "O", "H", "H", "O", "H", "H", "O", "H", "H", "O", "H", "H", "O", "H", "H", "O", "H", "H", "O", "H", "H"],
  "xyz": [[-2.39, 0.21, 3.78], [-1.63, 1.40, 3.13], [-1.27, 1.13, 1.69], [-2.29, 1.61, 0.89], [-0.06, 1.71, 1.28], [0.75, 0.82, 0.66], [1.56, 0.24, 1.27], [0.57, 0.60, -0.74], [-0.55, -0.39, -0.85], [-0.65, -1.01, -2.13], [-2.06, -1.30, -2.30], [-2.42, -2.11, -1.56], [1.99, -0.04, -1.51], [3.63, 0.94, -1.18], [-1.87, -0.13, 4.67], [-3.40, 0.49, 4.03], [-2.48, -0.63, 3.08], [-0.75, 1.68, 3.70], [-2.28, 2.27, 3.17], [-1.25, 0.05, 1.56], [-1.48, 0.15, -0.64], [-0.44, -1.12, -0.04], [1.72, 0.02, -2.89], [2.23, -1.40, -1.22], [-4.88, -0.35, 5.63], [-5.53, -0.96, 5.24], [-5.14, -0.29, 6.56], [-4.60, -0.47, 1.67], [-4.42, 0.47, 1.82], [-4.92, -0.50, 0.75], [-1.79, -5.33, -1.42], [-1.93, -5.71, -0.55], [-2.02, -4.40, -1.31], [6.59, 2.88, 0.21], [5.88, 2.35, -0.18], [6.43, 2.83, 1.16], [4.89, 4.55, -1.89], [5.58, 4.60, -1.22], [4.67, 3.61, -1.92], [-0.28, 0.10, -5.30], [-0.37, -0.28, -4.42], [-0.54, 1.02, -5.18], [2.22, -2.10, -5.68], [1.54, -1.51, -6.04], [1.72, -2.89, -5.42], [-1.95, 4.66, 2.97], [-1.75, 5.59, 3.13], [-2.25, 4.63, 2.06], [9.42, 2.51, -1.31], [8.63, 2.58, -0.75], [9.16, 1.89, -2.00], [-0.55, 3.26, -1.73], [-0.35, 2.45, -1.25], [-1.17, 3.73, -1.16], [-3.12, -4.19, -4.01], [-2.58, -4.52, -4.73], [-2.63, -4.42, -3.21], [0.96, -4.89, 0.02], [1.53, -5.62, 0.29], [0.28, -5.31, -0.52], [7.35, 1.05, -3.20], [6.57, 1.12, -2.65], [7.10, 0.42, -3.89], [-6.91, -1.35, 7.83], [-7.55, -0.74, 8.22], [-7.31, -2.22, 7.95], [-5.82, -1.91, -1.12], [-5.83, -1.21, -1.80], [-4.89, -2.09, -0.98], [8.59, 1.32, 1.71], [8.86, 2.22, 1.96], [8.21, 1.43, 0.83], [-2.97, 1.99, -3.26], [-2.10, 2.22, -2.93], [-2.81, 1.49, -4.07], [-9.18, -0.76, 6.21], [-9.20, -0.16, 5.46], [-8.24, -0.84, 6.44], [3.83, -2.59, -0.36], [4.51, -2.53, 0.33], [3.59, -3.52, -0.38], [12.45, 0.89, -1.15], [11.78, 1.48, -1.52], [11.96, 0.10, -0.90], [-7.49, -0.35, -2.67], [-8.06, 0.26, -2.18], [-7.97, -1.19, -2.63]]
}